Entry 1:
Molecular formula: C25H28AlN3O2S2Se2Te
Method: DFT, ωB97M-V with the def2-TZVPD basis set

Calculated values
Strongest force on any atom: 0.013 Eh/bohr
HOMO level: -12.78 eV
LUMO energy: -5.65 eV
HOMO-LUMO gap: 0.262 hartree
Total charge: +2
Relative energy (zero: lowest compared OMol25 entry of this formula, charge and spin): 0.1872 eV

Last column: Mulliken charge in e.
Element x y z (Å)
Al (-0.8270, -0.6046, -0.4523)  0.12
C (-1.0800, -1.7709, 2.9876)  -0.69
Se (-1.8581, -2.0864, 1.2314)  0.35
C (-0.8410, -3.7053, 0.8344)  -0.67
C (-1.0579, -4.1744, -0.5886)  -0.93
Se (-0.5776, -2.8215, -1.9222)  0.46
C (-2.1318, -3.0367, -3.0688)  -1.28
H (-0.0032, -1.6658, 2.9018)  0.10
H (-1.3541, -2.6309, 3.5924)  0.46
H (-1.5210, -0.8597, 3.3753)  0.30
H (-1.2084, -4.4576, 1.5318)  0.55
H (0.2077, -3.5140, 1.0587)  0.32
H (-2.0996, -4.4347, -0.7682)  0.50
H (-0.4389, -5.0441, -0.7976)  0.48
H (-3.0525, -2.8022, -2.5416)  0.40
H (-2.1219, -4.0719, -3.3985)  0.46
H (-1.9932, -2.3882, -3.9283)  0.35
N (-3.1952, 7.1544, 1.7682)  -0.46
C (-2.8571, 5.8455, 1.7741)  1.09
C (-1.5005, 5.4596, 1.8121)  -0.86
C (-1.1528, 4.1340, 1.7900)  -0.67
C (-2.1549, 3.1560, 1.7355)  -0.40
C (-3.5067, 3.5189, 1.7166)  -0.21
C (-3.8513, 4.8485, 1.7383)  -0.80
S (-1.7130, 1.5076, 1.6259)  1.55
O (-0.4956, 1.2144, 2.3362)  -0.66
O (-2.8748, 0.6847, 1.8646)  -0.77
N (-1.2295, 1.2375, 0.0484)  0.29
C (-2.1179, 1.2879, -1.0005)  0.18
S (-3.1851, 2.4813, -1.5750)  0.03
C (-3.5712, 1.4569, -2.9173)  -0.49
C (-2.8849, 0.3020, -2.8667)  -0.47
N (-2.0550, 0.1972, -1.7612)  0.04
H (-2.4964, 7.8681, 1.8687)  0.20
H (-4.1564, 7.4393, 1.8232)  0.21
H (-0.7330, 6.2206, 1.8760)  0.32
H (-0.1121, 3.8405, 1.8402)  0.47
H (-4.2702, 2.7527, 1.7155)  0.49
H (-4.8950, 5.1369, 1.7460)  0.33
H (-4.2801, 1.7714, -3.6657)  0.44
H (-2.9437, -0.4944, -3.5867)  0.38
Te (1.6918, 0.2338, -0.9284)  0.62
C (2.5344, -1.4365, -1.9012)  0.39
C (2.7493, -2.6063, -1.1808)  -0.25
C (3.3129, -3.7008, -1.8178)  -0.66
C (3.6520, -3.6239, -3.1655)  -0.55
C (3.4387, -2.4512, -3.8729)  -0.61
C (2.8789, -1.3442, -3.2403)  -0.59
C (3.0977, 0.2039, 0.6346)  0.11
C (4.3130, 0.7866, 0.3094)  -0.53
C (5.3720, 0.6281, 1.1950)  -0.59
C (5.2012, -0.0932, 2.3683)  -0.60
C (3.9634, -0.6348, 2.6891)  -0.49
C (2.8926, -0.4891, 1.8180)  0.00
H (2.5078, -2.6627, -0.1247)  0.43
H (3.4970, -4.6115, -1.2626)  0.45
H (4.0931, -4.4791, -3.6598)  0.43
H (3.7144, -2.3882, -4.9172)  0.43
H (2.7216, -0.4273, -3.7949)  0.43
H (4.4464, 1.3513, -0.6043)  0.43
H (6.3298, 1.0740, 0.9633)  0.41
H (6.0371, -0.2290, 3.0411)  0.41
H (3.8273, -1.1698, 3.6196)  0.43
H (1.9186, -0.8828, 2.0780)  0.38

Entry 2:
Molecular formula: C25H28As2ClMoN3O6
Method: DFT, ωB97M-V with the def2-TZVPD basis set

Calculated values
Strongest force on any atom: 0.007 Eh/bohr
HOMO level (spin up / spin down): -7.35 / -8.25 eV
LUMO energy (spin up / spin down): -0.25 / -0.68 eV
⟨S²⟩: 2.018
HOMO-LUMO gap (spin up / spin down): 0.261 / 0.278 hartree
Spin multiplicity: 3
Relative energy (zero: lowest compared OMol25 entry of this formula, charge and spin): 0.4695 eV

Last column: Mulliken charge in e.
Element x y z (Å)
Mo (1.3056, -0.0913, -0.5000)  0.35
C (-0.8641, -2.4923, -4.0978)  -0.70
O (-1.7369, -2.7045, -2.9818)  -0.60
C (-2.2876, -1.5479, -2.4921)  -0.05
C (-3.6436, -1.3511, -2.6009)  -0.28
C (-4.2517, -0.1910, -2.1068)  -0.90
C (-3.4665, 0.7797, -1.5391)  -0.95
C (-2.0807, 0.5913, -1.4027)  0.54
C (-1.2738, 1.6728, -0.9194)  -1.09
N (-0.0181, 1.6102, -0.6453)  0.79
N (0.5401, 2.8331, -0.2760)  -1.06
C (1.8360, 2.7192, -0.3163)  0.65
O (2.4199, 1.6142, -0.6434)  -0.96
C (2.6896, 3.8789, 0.0198)  0.50
C (2.1448, 5.1465, 0.2076)  -0.32
C (2.9701, 6.2066, 0.5415)  -0.66
C (4.3374, 6.0055, 0.6903)  -0.34
C (4.8795, 4.7426, 0.5046)  -0.71
C (4.0580, 3.6774, 0.1687)  -0.36
C (-1.4711, -0.5951, -1.8345)  1.18
O (-0.1886, -0.8305, -1.6834)  -0.03
H (-0.4593, -3.4653, -4.3660)  0.26
H (-0.0472, -1.8227, -3.8283)  0.16
H (-1.4234, -2.0820, -4.9410)  0.36
H (-4.2299, -2.1209, -3.0870)  0.50
H (-5.3199, -0.0549, -2.2011)  0.42
H (-3.9036, 1.7090, -1.1925)  0.44
H (-1.7336, 2.6520, -0.8084)  0.36
H (1.0795, 5.2863, 0.0852)  0.43
H (2.5491, 7.1932, 0.6843)  0.38
H (4.9809, 6.8361, 0.9509)  0.38
H (5.9437, 4.5853, 0.6221)  0.40
H (4.4596, 2.6835, 0.0253)  0.44
C (1.4483, -3.4897, 1.8591)  -1.27
As (0.4760, -2.5769, 0.4399)  1.52
C (0.2294, -4.0253, -0.8150)  -1.26
C (-1.2941, -2.2807, 1.1755)  -0.09
C (-2.3611, -3.1557, 1.0197)  -0.36
C (-3.6193, -2.8140, 1.4975)  -0.75
C (-3.8149, -1.6009, 2.1395)  -0.73
C (-2.7532, -0.7202, 2.3013)  -0.51
C (-1.4949, -1.0528, 1.8150)  -0.15
As (0.0207, 0.1643, 1.8856)  1.15
C (-0.7813, 1.8334, 2.4532)  -1.57
C (0.9295, -0.3096, 3.5310)  -1.23
H (1.3774, -4.5665, 1.7137)  0.45
H (1.0369, -3.2388, 2.8341)  0.37
H (2.4850, -3.1640, 1.8047)  0.39
H (-0.1442, -4.9074, -0.2947)  0.50
H (1.2063, -4.2396, -1.2439)  0.44
H (-0.4639, -3.7211, -1.5943)  0.11
H (-2.2253, -4.0997, 0.5064)  0.41
H (-4.4502, -3.4938, 1.3594)  0.42
H (-4.7978, -1.3328, 2.5048)  0.41
H (-2.9217, 0.2319, 2.7888)  0.37
H (-1.5398, 2.1618, 1.7472)  0.37
H (0.0064, 2.5822, 2.4986)  0.41
H (-1.2209, 1.6961, 3.4402)  0.51
H (0.1945, -0.4411, 4.3240)  0.38
H (1.6065, 0.5091, 3.7704)  0.45
H (1.5224, -1.2069, 3.3930)  0.36
Cl (3.1108, -0.5149, 1.0890)  -0.35
O (3.1006, -1.8462, -3.5171)  -0.68
N (2.6316, -1.3488, -2.5325)  1.36
O (2.5083, -1.9533, -1.4296)  -0.62
O (2.1978, -0.1519, -2.5009)  -0.41

Entry 3:
Molecular formula: C25H28AsN7O6S7TeW
Method: DFT, ωB97M-V with the def2-TZVPD basis set

Calculated values
Strongest force on any atom: 0.133 Eh/bohr
HOMO level: -7.45 eV
LUMO energy: -1.34 eV
HOMO-LUMO gap: 0.225 hartree
Relative energy (zero: lowest compared OMol25 entry of this formula, charge and spin): 2.5408 eV

Last column: Mulliken charge in e.
Element x y z (Å)
W (-0.4124, 1.1499, -0.0603)  -0.52
O (-2.4606, 1.9249, 3.5341)  -0.77
S (-1.2312, 2.0043, 2.8116)  1.42
O (-0.2684, 0.9908, 3.1582)  -0.50
O (-1.4690, 1.9705, 1.3035)  -0.21
C (-0.5419, 3.6347, 2.9710)  -0.32
C (-1.2623, 4.5987, 3.6552)  -0.60
C (-0.8443, 5.9206, 3.6193)  -0.53
C (0.2488, 6.2869, 2.8475)  -0.72
C (0.9613, 5.3266, 2.1455)  -0.76
C (0.5712, 3.9995, 2.2093)  0.36
S (1.7281, 2.7934, 1.5712)  2.06
O (2.5126, 2.4424, 2.7142)  -0.66
O (2.4463, 3.3414, 0.4566)  -0.74
O (0.9167, 1.6017, 1.0860)  0.52
H (-2.1413, 4.2900, 4.2043)  0.56
H (-1.3840, 6.6629, 4.1908)  0.40
H (0.5510, 7.3234, 2.7900)  0.41
H (1.8147, 5.5771, 1.5299)  0.52
S (-2.8208, 1.1996, -0.9540)  -0.40
As (-1.1842, 1.9392, -2.2188)  0.62
S (-0.2831, 3.4926, -0.7555)  -0.16
S (-0.5444, -1.1267, -0.9223)  -0.25
S (-1.8810, 2.9418, -3.9779)  -0.41
N (1.4578, 4.0240, -3.8350)  -0.14
C (2.6062, 3.4066, -3.5917)  0.58
N (3.7020, 3.7841, -4.2775)  -0.40
N (2.7897, 2.4403, -2.7188)  -0.61
C (2.0191, 1.8029, -1.9444)  0.77
N (1.4331, 1.0600, -1.2579)  -0.23
H (1.3909, 4.7173, -4.5596)  0.20
H (0.5765, 3.7454, -3.4176)  -0.18
H (3.6545, 4.5110, -4.9662)  0.17
H (4.5788, 3.3449, -4.0701)  0.23
N (4.1226, -1.2335, 1.0370)  0.00
C (3.5922, -2.4715, 0.7877)  -0.92
C (2.2512, -2.2728, 0.6685)  -0.51
N (1.9471, -0.9415, 0.8398)  0.63
C (3.0974, -0.3525, 1.0649)  -0.62
H (5.0888, -1.0036, 1.1839)  0.20
H (4.1937, -3.3612, 0.7305)  0.45
H (1.4733, -2.9892, 0.4635)  0.46
H (3.2490, 0.6893, 1.2634)  0.35
S (0.4122, -0.3209, -3.9087)  -0.34
C (1.5803, -1.4491, -4.2818)  0.17
N (1.9691, -1.6110, -5.5871)  -0.01
C (2.9132, -2.4900, -5.9980)  -0.24
C (3.5513, -3.2786, -5.0976)  -0.69
C (3.1961, -3.1655, -3.7288)  -0.18
C (2.2425, -2.2793, -3.3321)  -0.04
H (1.4692, -1.0285, -6.2451)  0.23
H (3.1229, -2.5151, -7.0574)  0.39
H (4.3037, -3.9822, -5.4171)  0.38
H (3.6921, -3.7963, -3.0030)  0.44
H (1.9367, -2.1749, -2.3002)  0.11
C (-5.5288, -5.0818, 3.6115)  -1.51
C (-4.5832, -4.2297, 2.8116)  0.78
C (-4.9509, -2.9612, 2.3855)  -1.02
C (-4.0479, -2.1200, 1.7473)  0.90
C (-4.4968, -0.7614, 1.2859)  -1.30
C (-2.7334, -2.5604, 1.5421)  0.20
Te (-1.1663, -1.0368, 1.3708)  0.27
C (-2.3884, -3.8817, 1.8342)  0.58
C (-1.0643, -4.4656, 1.4246)  -1.14
C (-3.3193, -4.6932, 2.4706)  -0.92
H (-6.3771, -4.4946, 3.9584)  0.36
H (-5.0204, -5.5111, 4.4749)  0.37
H (-5.9087, -5.9083, 3.0083)  0.31
H (-5.9531, -2.6001, 2.5852)  0.35
H (-5.5822, -0.7163, 1.2037)  0.40
H (-4.0836, -0.5500, 0.3000)  0.02
H (-4.1798, 0.0205, 1.9834)  0.37
H (-0.2921, -3.6982, 1.4476)  -0.19
H (-1.1440, -4.8437, 0.4035)  0.35
H (-0.7791, -5.2933, 2.0711)  0.41
H (-3.0354, -5.7079, 2.7265)  0.39

Entry 4:
Molecular formula: C25H28BeCl5O2
Method: DFT, ωB97M-V with the def2-TZVPD basis set

Calculated values
Strongest force on any atom: 0.050 Eh/bohr
HOMO level: -2.85 eV
LUMO energy: 2.21 eV
HOMO-LUMO gap: 0.186 hartree
Total charge: -1

Last column: Mulliken charge in e.
Element x y z (Å)
O (4.6598, -2.3680, -0.0321)  -0.12
C (5.1898, -2.4092, 1.3172)  -0.42
C (6.5491, -2.9406, 0.8624)  -1.00
H (4.6000, -3.1141, 1.9261)  0.18
H (5.2686, -1.3927, 1.7411)  0.17
C (5.9564, -2.8490, -0.5513)  1.55
H (6.7257, -3.9827, 1.1468)  0.32
H (7.4169, -2.3002, 1.0292)  0.35
C (5.9927, -4.1928, -1.2331)  -1.63
H (5.8118, -4.9873, -0.5095)  0.43
H (7.0142, -4.3194, -1.6378)  0.43
H (5.2739, -4.2474, -2.0497)  0.26
C (6.5729, -1.8321, -1.4783)  -1.68
H (6.8153, -0.9015, -0.9524)  0.39
H (5.8657, -1.6582, -2.3058)  0.20
H (7.4979, -2.2535, -1.8952)  0.45
Be (1.6787, -0.4159, 1.4256)  -0.01
C (1.4582, 1.9077, 0.0403)  -0.17
C (1.3263, 2.0885, 1.4263)  -1.18
C (2.2404, 1.2154, 2.0981)  -0.29
H (0.6728, 2.8320, 1.8979)  0.52
C (3.0885, 0.6192, 1.0481)  -0.21
C (2.5731, 1.0791, -0.2350)  -1.16
H (3.0922, 1.0281, -1.1948)  0.52
H (0.9002, 2.4446, -0.7152)  0.39
H (2.4648, 1.2356, 3.1707)  0.57
H (4.0906, 0.2302, 1.2189)  1.15
C (-1.2974, -0.4778, -1.6651)  -0.34
C (-0.7632, 0.1001, -2.8521)  -0.89
C (-0.1524, -0.9551, -3.6033)  -0.70
H (-0.8421, 1.1465, -3.1631)  0.39
C (-0.2739, -2.1694, -2.8659)  -0.33
C (-0.9774, -1.8746, -1.6466)  -0.83
H (-1.2403, -2.5898, -0.8699)  0.43
H (-1.8823, 0.0372, -0.9172)  0.67
H (0.2796, -0.8554, -4.6099)  0.41
H (0.0532, -3.1490, -3.2070)  0.61
O (3.2539, -3.9635, -2.2172)  -0.52
C (3.3034, -2.7251, -2.9667)  -0.93
C (2.8263, -1.5295, -2.1140)  -0.61
H (2.5877, -2.8620, -3.7915)  0.45
H (4.3041, -2.5912, -3.4025)  0.37
C (2.1146, -2.1432, -0.9158)  1.46
H (2.1973, -0.8748, -2.7383)  0.59
H (3.6517, -0.9005, -1.7601)  0.31
C (2.3091, -3.6631, -1.1370)  -0.95
H (1.0732, -1.8233, -0.8956)  0.22
H (2.5461, -1.7903, 0.0383)  -1.38
H (1.3510, -4.1320, -1.4200)  0.32
H (2.6276, -4.1328, -0.2077)  0.38
Cl (-1.5119, 1.2341, 1.2455)  -0.13
C (-1.1410, -0.0900, 2.3149)  1.09
C (0.0435, -0.7864, 2.2191)  -0.70
C (0.1752, -2.0214, 2.8406)  0.10
Cl (1.4959, -3.0032, 2.2817)  -0.19
C (-0.7330, -2.4360, 3.8324)  -0.09
Cl (-0.3900, -3.7802, 4.8369)  -0.21
C (-1.8898, -1.6179, 4.0569)  0.32
Cl (-2.8888, -1.9192, 5.4015)  -0.21
C (-2.1571, -0.5266, 3.2052)  0.09
Cl (-3.6507, 0.2790, 3.2334)  -0.21